Record 1
This record from the Open Molecules 2025 dataset describes a 2-piece molecular cluster, C14H16O2 overall at a distorted geometry. The level of theory is ωB97M-V with the def2-TZVPD basis set.

## Properties
energy above the lowest of the compared OMol25 structures with the same formula, charge and spin: 16.34 kcal per mole
gap between HOMO and LUMO: 0.3221 hartree
SMILES: Cc1ccc(O)cc1.Cc1ccc(O)cc1
DFT total energy: -693.5305 a.u.

```
! wB97M-V def2-TZVPD RIJCOSX def2/J DEFGRID3
* xyz 0 1
O -1.1742 2.8170 0.7288
O -2.4867 1.0855 -1.4743
C -0.7356 -0.4211 -1.0521
C 1.3408 0.9000 2.5705
C 0.7298 -1.0768 -2.8858
C 1.1498 -1.0967 4.1291
C -0.6044 1.8511 1.5349
C -1.3381 0.5027 -1.8922
C 0.2709 -1.2072 -1.5824
C 0.7190 1.9547 1.9024
C 0.5747 -0.1114 3.1292
C -0.7936 -0.1474 2.8454
C 1.6431 -2.0946 -3.5101
C 0.0957 -0.1652 -3.7350
C -1.3600 0.7621 1.9786
C -0.9228 0.6139 -3.2222
H 1.5953 -1.9733 3.6629
H 2.4194 0.8435 2.5677
H 2.2194 -2.7104 -2.8247
H 0.7356 -2.0170 -1.0228
H -2.4052 0.7753 1.7025
H 1.0693 -2.7866 -4.1454
H -1.9857 3.1124 1.1626
H 0.3739 -1.4319 4.8134
H -2.9902 1.6261 -2.0972
H 1.3070 2.7794 1.5101
H -1.3744 -0.9088 3.3470
H 1.8622 -0.5473 4.7366
H -1.1500 -0.5661 -0.0647
H 0.4698 0.0005 -4.7394
H -1.5424 1.2963 -3.7977
H 2.2876 -1.6587 -4.2756
*
```

These are the natural (NBO) partial charges, in e, on atoms 1 to 6: -0.69, -0.70, -0.29, -0.20, -0.06, -0.63

Record 2
This record from the Open Molecules 2025 dataset describes C15H34AgBrN2O3 as an isolated structure at a distorted geometry. The level of theory is ωB97M-V with the def2-TZVPD basis set.

## Properties
energy above the lowest of the compared OMol25 structures with the same formula, charge and spin: 0.00 kcal per mole
gap between HOMO and LUMO (spin up / spin down): 0.2302 / 0.1531 hartree
DFT total energy: -3647.7903 a.u.

```
! wB97M-V def2-TZVPD RIJCOSX def2/J DEFGRID3
* xyz 1 2
Ag 1.2533 3.9976 2.5967
Br -0.4605 2.6764 1.0822
O -1.9134 -1.6499 2.8473
O -0.3099 -0.2610 6.4215
O 1.0256 1.0450 -1.7789
N 0.5676 -0.0759 3.8732
N 0.2068 0.6998 -2.7839
C -0.6022 1.1521 -5.0770
C 0.3617 -0.7478 2.5905
C -0.5496 -1.9674 2.6985
C 1.0887 -0.3198 6.2432
C 1.3807 -0.7842 4.8451
C 0.3454 1.5810 -3.9564
C -0.7016 0.3645 7.6279
C 0.0119 3.0271 -3.5391
C 0.0282 -0.7529 -2.8707
C 1.3127 -1.5489 -3.1164
C 1.7902 1.5223 -4.4964
C -1.0041 -1.0289 -3.9533
C -0.5246 -1.1967 -1.5148
C -2.5268 -1.0727 1.7204
C -0.6444 -0.3639 -5.2753
H 0.1798 -1.0273 -0.7021
H -0.3354 0.1382 4.2794
H -0.1313 -0.0176 1.9480
H -3.5888 -1.0378 1.9407
H 0.5295 1.6401 -1.1719
H 1.2590 -1.8755 4.7194
H 0.8523 3.4298 -2.9756
H -1.6291 1.4959 -4.9311
H -0.8874 3.0790 -2.9252
H -1.7859 0.3264 7.6498
H -1.9864 -0.6649 -3.6300
H -0.7967 -2.2517 -1.4873
H 1.9767 0.5500 -4.9463
H -1.4575 -0.6744 -1.2824
H 0.3123 -0.7400 -5.6464
H -2.1368 -0.0636 1.5452
H -0.2919 -0.1935 8.4767
H 2.5384 1.6491 -3.7172
H -0.3352 1.3961 7.6448
H 2.0405 -1.3806 -2.3213
H -0.2813 1.5891 -6.0235
H 1.0533 -2.6044 -3.0951
H -2.3299 -1.6556 0.8110
H 2.4492 -0.6775 4.6160
H -0.3110 -2.5655 3.5822
H 1.8491 2.2875 -5.2649
H -0.3679 -2.7025 1.8917
H 1.5187 -0.9927 6.9929
H 1.4985 0.6974 6.3483
H -1.1562 -2.0981 -4.1018
H -0.1601 3.5825 -4.4568
H -1.3641 -0.6362 -6.0467
H 1.3377 -0.9756 2.1548
H 1.8024 -1.3217 -4.0594
*
```

These are the natural (NBO) partial charges, in e, on atoms 1 to 6: 0.85, -0.82, -0.53, -0.55, -0.50, -0.65

Record 3
This record from the Open Molecules 2025 dataset describes HN3O4 as an isolated structure at a distorted geometry. The level of theory is ωB97M-V with the def2-TZVPD basis set.

## Properties
energy above the lowest of the compared OMol25 structures with the same formula, charge and spin: 76.12 kcal per mole
gap between HOMO and LUMO (spin up / spin down): 0.3375 / 0.3374 hartree
DFT total energy: -465.5189 a.u.

```
! wB97M-V def2-TZVPD RIJCOSX def2/J DEFGRID3
* xyz 0 1
O 1.0137 2.0409 -0.4738
O -1.1673 0.1650 0.9577
O -2.4037 -0.9690 -0.3573
O -0.2724 -0.9596 -0.6324
N 1.1228 -0.1017 -0.0538
N 1.4491 1.0659 -0.0596
N -1.3685 -0.5471 0.0259
H 1.6264 -0.6945 0.5934
*
```

These are the natural (NBO) partial charges, in e, on atoms 1 to 6: -0.27, -0.41, -0.34, -0.34, -0.14, 0.36

Record 4
This record from the Open Molecules 2025 dataset describes a 11-piece molecular cluster, C36H51BCl40N2O2PS2 overall at a distorted geometry. The level of theory is ωB97M-V with the def2-TZVPD basis set.

## Properties
gap between HOMO and LUMO: 0.1795 hartree
DFT total energy: -21232.2760 a.u.

```
! wB97M-V def2-TZVPD RIJCOSX def2/J DEFGRID3
* xyz -1 1
Cl -4.7768 -12.5338 -2.7322
Cl 2.7158 -5.0574 -3.2797
Cl -2.5451 -2.3986 1.2534
Cl 1.3902 2.7539 10.5748
Cl -5.2780 -9.4325 -1.1834
Cl -4.9165 -3.8293 2.0818
Cl 3.3545 -6.1540 4.8663
Cl 0.9240 3.1346 7.7430
Cl -7.3536 -11.4486 -1.2593
Cl -6.0275 -15.1360 -2.8539
Cl -4.2607 -4.5591 -3.7918
Cl -5.0919 -1.0377 1.3343
Cl 2.9641 -3.4081 -5.6431
Cl -3.4714 -14.8198 -1.5363
Cl 5.6501 5.6784 -0.0424
Cl 6.3074 5.2682 8.5616
Cl 4.3581 3.1934 8.0591
Cl 0.7849 -6.7200 3.6694
Cl 6.3183 5.5820 -2.8587
Cl -0.0744 -0.4142 -4.6114
Cl -3.6513 -14.5988 -4.4143
Cl 3.9896 7.0563 -1.9723
Cl -3.7825 -6.5517 -5.8303
Cl 2.5444 -8.8944 4.4107
Cl -0.9837 -3.0830 -5.2087
Cl -8.0355 -8.6549 -1.5706
Cl -4.0782 -7.3533 -3.0649
Cl 5.0057 3.9385 10.7768
Cl -1.7124 -5.9224 -3.9150
Cl -2.7428 -0.8271 -5.6353
Cl 3.5065 5.7532 9.0950
Cl -6.6136 -10.0337 -3.6796
Cl 3.9975 4.1635 -1.8732
Cl -0.3757 0.9673 9.1498
Cl 5.3385 -4.3359 -4.2771
Cl -1.1793 3.7036 9.6402
Cl -4.5885 -3.0479 -0.6848
Cl 3.2108 -7.1876 2.1717
Cl 3.6500 -2.3238 -3.0528
Cl -0.4553 -1.2160 -7.3647
S -0.8556 2.8281 -4.9725
S -2.0527 5.4230 -4.4404
P 1.3977 -0.1162 0.9831
O 4.5657 0.9495 1.5298
O 0.9579 -1.9943 -1.3668
N -2.1471 3.2408 -2.6078
N 2.4445 2.0601 -2.6121
C -2.5077 6.3362 -1.0722
C -1.7304 3.6932 -3.8518
C 3.6664 -3.7780 -4.0633
C 4.0156 0.2793 -2.3064
C -1.0595 -1.3833 -5.7033
C -0.4957 6.3760 -4.2725
C -2.4254 1.7969 -2.4881
C -4.2824 -2.5781 0.9959
C -4.4811 -14.2706 -2.8842
C 2.4739 -7.2384 3.7788
C -2.2313 1.3485 -0.9665
C 0.3271 -0.0157 3.8970
C -2.7730 4.8326 -0.7653
C 1.8554 5.3887 -4.1371
C -0.3664 2.5527 3.7178
C -1.2959 1.0552 5.4831
C 2.3816 -3.7316 1.4079
C 4.7940 4.5373 9.1215
C -0.3119 0.6669 0.5782
C 0.7164 5.8547 -5.1246
C 3.5275 1.3967 -3.0373
C -6.8205 -9.8926 -1.9230
C 3.4214 -0.2349 -1.1195
C 3.5618 1.9555 1.3464
C 0.1893 2.6384 9.2756
C 0.6466 -0.8137 2.6118
C 2.1107 1.4998 1.8166
C 4.9860 5.6161 -1.6867
C -0.7966 1.0658 3.9721
C -3.2751 3.9898 -2.0147
C -1.8771 6.9555 0.2540
C -3.4576 -6.0961 -4.1487
C 2.2297 0.4796 -0.6522
C 1.8827 1.5995 -1.4849
C 0.9720 -3.2940 0.7817
C -1.0589 0.2851 -0.7487
B 1.0519 -1.8307 0.0537
H -0.9220 3.2087 4.4318
H -2.3379 6.3695 1.0904
H -1.6144 0.0389 5.8070
H -1.8039 1.1189 -3.0916
H -0.2253 6.4911 -3.2036
H -1.6053 -0.6911 -0.6977
H 2.5178 4.6142 -4.5653
H -0.7335 7.4040 -4.6385
H 1.3789 5.0679 -3.1867
H 1.1243 6.7390 -5.6777
H 4.0509 1.7535 -3.9399
H -3.6052 4.8075 -0.0147
H 0.4497 5.1110 -5.8959
H 2.6751 -0.7283 1.3485
H 1.3673 -1.6110 2.9519
H -0.5868 2.8458 2.6732
H -0.7869 6.7631 0.3325
H -2.1636 8.0123 0.4154
H 3.8329 -1.0941 -0.5659
H -3.4449 6.9049 -1.2392
H 1.1938 0.3891 4.4837
H 2.2187 -4.3369 2.3231
H 3.0347 -2.8580 1.5988
H 5.2389 1.0803 0.8514
H -4.0292 3.2954 -1.5735
H -2.1344 1.7609 5.6543
H -2.1452 2.2137 -0.2804
H 0.7084 2.6961 3.9759
H -3.2024 0.8498 -0.7099
H 2.8850 -4.3566 0.6348
H -0.4201 1.3216 6.1368
H 2.4434 6.3033 -3.8748
H 1.4818 2.4002 1.6652
H -0.0450 -0.8046 4.6159
H 1.5115 -2.7623 -1.5813
H 3.5994 2.5202 0.3966
H 0.7451 -4.1098 0.0413
H -0.2877 -1.3867 2.3745
H -0.3190 1.7916 0.5755
H -1.7281 0.8227 3.4032
H -1.9011 4.3666 -0.2645
H 1.0096 2.1995 -1.1476
H 2.3726 1.3370 2.8940
H 4.9364 -0.2117 -2.6743
H 0.1683 -3.3706 1.5413
H -1.7621 6.4606 -1.8785
H -3.8528 4.6275 -2.7110
H -3.4847 1.5866 -2.7911
H -1.0889 0.4094 1.3425
H -0.4470 0.2421 -1.6659
H 3.8431 2.7508 2.1034
*
```

These are the Löwdin partial charges, in e, on atoms 1 to 6: 0.48, 0.52, 0.61, 0.50, 0.49, 0.51

Record 5
This record from the Open Molecules 2025 dataset describes a 2-piece molecular cluster, C5H14S overall at a distorted geometry. The level of theory is ωB97M-V with the def2-TZVPD basis set.

## Properties
energy above the lowest of the compared OMol25 structures with the same formula, charge and spin: 26.23 kcal per mole
gap between HOMO and LUMO (spin up / spin down): 0.0813 / 0.2985 hartree
DFT total energy: -596.9854 a.u.

```
! wB97M-V def2-TZVPD RIJCOSX def2/J DEFGRID3
* xyz -1 2
S 0.2796 -2.1064 1.0422
C -0.3764 3.0254 -1.7440
C -1.4112 0.1826 0.4217
C 0.9385 2.2505 -1.9799
C -1.3626 -1.2897 0.7312
C 1.5196 -0.7243 0.7998
H 1.2255 1.7743 -1.0799
H 2.2796 -0.8852 1.5500
H -1.6671 -2.1228 0.0327
H 1.7532 3.0214 -2.0907
H 2.0230 -0.6181 -0.1633
H -1.9905 -1.5271 1.6503
H 0.9786 1.5922 -2.8491
H -1.5214 0.6755 1.4203
H -0.5629 0.4801 -0.1679
H -2.2896 0.5533 -0.0985
H -0.8276 2.5769 -0.8682
H 1.1407 0.2646 1.0074
H -0.9836 3.1393 -2.6333
H -0.1675 4.0646 -1.4525
*
```

These are the natural (NBO) partial charges, in e, on atoms 1 to 6: 0.03, -0.65, -0.69, -0.76, -0.53, -1.19

Record 6
This record from the Open Molecules 2025 dataset describes C3H6GdNO4S as an isolated structure at a distorted geometry. The level of theory is ωB97M-V with the def2-TZVPD basis set.

## Properties
energy above the lowest of the compared OMol25 structures with the same formula, charge and spin: 0.00 kcal per mole
gap between HOMO and LUMO (spin up / spin down): 0.2404 / 0.2554 hartree
DFT total energy: -1637.0992 a.u.

```
! wB97M-V def2-TZVPD RIJCOSX def2/J DEFGRID3
* xyz 1 9
Gd 0.4498 -0.5387 0.0306
S -1.0498 0.5167 2.4682
O 0.0391 1.3954 1.9377
O -0.2018 0.1788 -3.1189
O 1.7872 -1.1338 -1.4732
O -1.9121 1.1328 3.4657
N -1.2413 -0.7693 1.7672
C -0.4535 0.9095 -2.0266
C 1.7749 -1.2091 -2.8493
C 1.1612 0.0206 -3.5158
H 1.1553 -0.0946 -4.6070
H 1.2203 -2.0996 -3.2095
H 0.2156 1.7595 -1.8299
H 1.7229 0.9284 -3.2447
H -1.5209 1.0107 -1.8151
H 2.8003 -1.2917 -3.2624
*
```

These are the Löwdin partial charges, in e, on atoms 1 to 6: 1.82, 0.56, -0.47, -0.05, -0.46, -0.27

The lowest DFT total energy belongs to which entry?
C36H51BCl40N2O2PS2

Which formula does entry 1 have?
C14H16O2

Which value of DFT total energy does entry 6 give?
-1637.0992 a.u.